C26H27N6O3ReS as an isolated structure in a non-equilibrium geometry, computed with the ωB97M-V functional and the def2-TZVPD basis.

Output
<S²> = 0.8625
DFT total energy = -2036.7051 Eh
lowest unoccupied orbital energy (alpha / beta) = -12.398 / -12.205 eV
Kohn-Sham gap (alpha / beta) = 2.0438 / 2.0990 eV
total charge = +3
multiplicity = 2

Last column: Mulliken charge in e.
Element x y z (Å)
Re -0.292 0.952 2.268  0.67
S -2.368 -0.093 1.874  -0.28
O 2.808 -5.463 -0.052  -0.51
O 1.927 3.248 4.725  -0.46
O 0.906 1.555 3.681  -0.46
N -4.459 -0.412 3.446  -0.16
N 0.923 -0.035 0.894  -0.20
N 3.004 -4.190 -1.896  -0.13
N 0.095 2.960 1.735  -0.22
N -2.481 0.140 4.530  0.01
N 1.733 -3.483 0.042  -0.01
C -0.365 3.611 0.633  0.88
C -2.968 0.080 5.897  -1.04
C -3.184 -0.097 3.431  0.91
C 1.091 -3.067 -5.448  0.75
C 2.535 -4.433 -0.586  0.26
C -5.237 -0.764 2.278  -0.96
C -0.066 4.997 0.426  0.93
C 1.836 -2.110 0.065  -0.53
C 1.308 2.801 3.809  0.65
C -0.559 5.638 -0.734  -0.86
C 1.184 4.970 2.481  -0.80
C 1.905 0.630 0.265  -0.08
C 0.894 -1.372 0.793  0.15
C -1.146 2.929 -0.321  -0.51
C 1.163 -3.014 -3.017  0.04
C 2.876 -0.022 -0.477  -1.09
C 0.847 3.626 2.616  0.63
C 2.351 -3.781 -3.023  1.05
C 0.408 -2.725 -6.699  -1.43
C 0.557 -2.677 -4.198  -1.13
C 0.716 5.662 1.388  -0.55
C 2.288 -3.818 -5.449  -0.87
C -1.615 3.588 -1.428  -0.87
C 2.852 -1.399 -0.589  0.00
C -1.320 4.947 -1.638  -0.68
C 2.900 -4.162 -4.275  -0.67
H 1.805 5.419 3.241  0.56
H -6.286 -0.817 2.556  0.34
H -2.230 3.067 -2.146  0.46
H 3.624 -1.912 -1.141  0.60
H 0.095 -1.894 1.308  0.53
H -1.701 5.438 -2.521  0.44
H -4.942 -0.469 4.336  0.24
H 2.718 -4.137 -6.388  0.45
H -1.510 0.442 4.431  0.13
H 3.803 -4.756 -4.286  0.37
H -4.926 -1.735 1.888  0.37
H -0.321 6.679 -0.893  0.45
H -0.362 -2.109 -4.180  0.39
H 1.102 -2.619 -7.532  0.40
H 1.930 1.706 0.363  0.53
H 0.945 6.709 1.262  0.52
H -0.258 -3.551 -6.981  0.32
H -3.401 1.034 6.201  0.36
H 3.779 -4.828 -2.087  0.24
H -1.371 1.877 -0.152  0.18
H -0.218 -1.841 -6.599  0.38
H -5.116 -0.014 1.497  0.36
H -3.703 -0.711 6.028  0.40
H 0.722 -2.705 -2.083  0.43
H -2.130 -0.141 6.555  0.35
H 3.653 0.555 -0.956  0.49
H 1.250 -3.904 0.830  0.26

=====

A 7-piece molecular cluster, C26H27N7O6 overall in a non-equilibrium geometry, computed with the ωB97M-V functional and the def2-TZVPD basis.

Output
DFT total energy = -1841.3740 Eh
lowest unoccupied orbital energy = -0.885 eV
Kohn-Sham gap = 8.6753 eV
structure (SMILES) = O=[N+]([O-])c1ccccc1.O=[N+]([O-])c1ccccc1.O=[N+]([O-])c1ccccc1.CC#N.CC#N.CC#N.CC#N

Last column: Mulliken charge in e.
Element x y z (Å)
O -16.996 -18.332 14.033  -0.58
O -15.012 -18.688 14.811  -0.57
O -12.980 -16.175 22.301  -0.58
O -14.870 -16.916 21.574  -0.58
O -22.788 -18.456 25.869  -0.59
O -21.083 -19.669 26.333  -0.62
N -14.115 -16.568 22.462  0.95
N -23.630 -15.856 23.684  -0.55
N -16.207 -18.498 14.945  0.92
N -18.793 -18.156 22.167  -0.62
N -23.422 -21.198 21.550  -0.47
N -22.249 -19.376 26.455  1.02
N -21.686 -17.364 20.360  -0.30
C -22.315 -20.949 21.393  0.28
C -15.979 -16.630 24.043  -0.19
C -25.109 -20.541 28.525  -0.52
C -22.231 -16.355 20.389  0.36
C -16.731 -18.491 16.312  0.16
C -23.059 -20.182 27.376  0.11
C -24.855 -18.011 22.901  -0.71
C -16.397 -18.282 18.652  -0.48
C -24.610 -21.746 28.996  -0.40
C -22.882 -15.042 20.339  -0.97
C -15.580 -16.688 26.407  -0.52
C -18.058 -18.811 16.492  -0.54
C -20.932 -20.576 21.170  0.11
C -23.329 -22.167 28.662  -0.44
C -16.463 -16.682 25.331  -0.24
C -14.614 -16.660 23.838  0.18
C -24.196 -16.790 23.334  0.52
C -19.579 -17.586 22.778  0.44
C -17.736 -18.568 18.867  -0.11
C -15.883 -18.210 17.365  -0.55
C -18.545 -18.908 17.783  -0.37
C -22.528 -21.356 27.874  -0.29
C -20.698 -17.006 23.522  -0.55
C -13.726 -16.615 24.893  -0.47
C -14.209 -16.651 26.187  -0.42
C -24.350 -19.773 27.644  -0.25
H -12.658 -16.642 24.719  0.40
H -18.137 -18.520 19.870  0.50
H -20.612 -19.712 21.743  -0.35
H -25.886 -17.790 22.634  0.38
H -15.976 -16.847 27.402  0.37
H -24.318 -18.439 22.057  0.18
H -14.849 -18.004 17.127  0.45
H -21.514 -17.721 23.399  -0.07
H -23.845 -15.156 19.852  0.30
H -22.927 -23.066 29.107  0.36
H -24.787 -18.892 27.199  0.43
H -16.692 -16.571 23.232  0.35
H -24.846 -18.707 23.738  0.22
H -20.472 -16.979 24.582  0.40
H -13.540 -16.631 27.036  0.37
H -22.220 -14.382 19.779  0.34
H -18.731 -18.956 15.659  0.43
H -20.760 -20.296 20.131  0.02
H -26.119 -20.190 28.688  0.36
H -25.230 -22.317 29.677  0.36
H -15.750 -18.011 19.479  0.45
H -17.525 -16.694 25.536  0.36
H -21.493 -21.592 27.680  0.45
H -22.971 -14.652 21.350  0.31
H -19.560 -19.221 17.992  0.36
H -21.004 -16.094 23.024  0.30
H -20.243 -21.391 21.395  0.40

=====

Going through the records in order, we get energy relative to the best compared isomer or geometry (same formula, charge and spin) values of 24.44 0.00 kcal per mole.